Record 1
Formula: C24H29N3O3PtS4Si
Source: OMol25
Level of theory: wB97M-V/def2-TZVPD

HOMO = -1.5 eV
Lowest unoccupied orbital energy = 4.6 eV
ΔE to the lowest compared entry with this formula, charge and spin = 152.7 kJ/mol
Charge = -2
Kohn-Sham gap = 6.06 eV
Total energy = -90442.168 eV
Strongest force on any atom = 0.042 hartree/bohr
Multiplicity = 1

XYZ file:
```
65
Properties=species:S:1:pos:R:3:forces:R:3
Pt 0.182354 -0.232363 -0.073836 0.27 -2.12 -0.01
S -0.524847 0.549376 -2.431925 0.26 0.11 0.68
S -1.781712 -1.584311 0.002120 0.27 0.70 0.03
S 1.403206 0.471530 -4.737794 -0.18 -0.06 0.09
S 0.531381 -0.839265 2.180831 -0.03 0.29 -0.97
Si 3.165717 -1.209346 -0.932792 -0.20 -0.41 0.07
O -5.249863 3.524152 1.297932 0.12 -0.15 -0.14
O -4.933051 -0.836965 -0.110483 -0.16 0.14 -0.01
O -0.182858 -1.445442 -4.173836 -0.21 0.02 0.26
N -0.948859 2.119228 0.274609 -0.49 0.78 0.21
N -5.200135 1.448988 0.400312 0.12 -0.05 -0.01
N 2.285632 0.116171 -0.263451 -0.36 0.79 0.39
C -0.782666 -1.941780 2.545678 0.18 -0.03 0.41
C -1.861930 -3.378599 4.196685 0.13 0.12 -0.08
C -0.847001 -2.505643 3.830841 -0.01 -0.02 -0.05
C 2.011396 -2.559965 -1.513621 -0.10 -0.13 -0.30
C -3.231372 2.841726 0.220894 0.02 -0.01 0.22
C 2.904839 1.147573 0.402658 0.17 -0.11 -0.17
C 4.313972 1.347936 0.345518 -0.08 0.04 0.03
C 0.233485 -0.220324 -3.777443 0.06 -0.26 -0.27
C -2.834116 -3.727207 3.262135 0.02 0.05 -0.13
C 4.281657 -2.056576 0.335588 0.20 0.14 0.30
C -4.786176 0.462178 -0.596152 0.03 0.00 0.16
C 2.191094 2.082346 1.196627 0.19 -0.03 0.01
C -1.254561 -2.105152 -3.473797 0.19 0.04 -0.02
C -0.641980 3.138526 -0.523239 0.11 0.04 0.03
C 4.208876 3.308595 1.762908 -0.13 -0.03 0.02
C -2.775062 -3.181120 1.987536 0.03 0.01 0.02
C 4.242876 -0.804406 -2.420912 0.22 0.29 -0.14
C -1.576051 4.065751 -0.966541 0.12 0.15 -0.05
C 2.826412 3.128399 1.847916 0.17 -0.15 -0.16
C 4.938415 2.395122 1.008320 -0.16 -0.09 -0.04
C -2.219643 1.982253 0.638121 0.01 0.00 0.06
C -1.769645 -2.274494 1.620834 -0.37 -0.17 -0.14
C -2.892651 3.921607 -0.576960 -0.07 0.05 -0.09
C -4.639698 2.651847 0.685343 -0.11 -0.04 0.02
H 1.126639 1.938761 1.307951 -0.05 0.02 -0.03
H -3.517716 -3.458495 1.241881 0.04 0.07 0.09
H 4.699384 4.126039 2.279646 -0.01 -0.02 -0.02
H -1.265535 4.893032 -1.594688 0.00 -0.09 0.01
H 2.233407 3.815512 2.443486 -0.03 -0.03 0.00
H -5.431533 0.566599 -1.466147 -0.13 -0.01 -0.17
H -6.122157 1.315005 0.781533 -0.13 0.06 0.04
H -3.657974 4.624231 -0.886881 0.02 -0.01 0.01
H 0.405322 3.219618 -0.799165 -0.06 -0.04 -0.04
H 4.692996 -1.723334 -2.821104 -0.06 0.09 0.08
H 2.573056 -3.388340 -1.977582 -0.02 0.21 0.13
H -1.894018 -3.784313 5.202066 0.02 -0.01 -0.02
H -2.436067 1.154369 1.310567 0.01 -0.04 -0.13
H -2.078124 -1.422806 -3.280751 -0.03 0.07 -0.04
H -0.921307 -2.502499 -2.515555 0.08 0.06 -0.01
H -0.067970 -2.235918 4.539379 -0.09 -0.03 -0.01
H 3.633782 -0.351531 -3.211197 0.05 -0.06 0.09
H -4.036497 -1.149611 0.117588 0.26 -0.10 0.02
H -1.573358 -2.917486 -4.127079 0.09 0.03 -0.04
H 4.913680 0.655381 -0.238673 -0.03 0.21 0.12
H 4.702500 -2.982729 -0.076032 -0.06 0.09 0.00
H 5.054020 -0.102234 -2.181773 -0.13 -0.16 -0.11
H 1.335824 -2.159979 -2.274978 0.02 -0.11 0.07
H 3.695787 -2.308607 1.229133 0.06 0.03 -0.14
H -3.758392 0.667020 -0.892327 0.02 0.01 -0.04
H 5.115130 -1.417337 0.655907 -0.12 -0.15 -0.01
H -3.631045 -4.415919 3.522854 0.03 0.02 -0.02
H 6.016605 2.501514 0.938055 0.01 -0.03 -0.05
H 1.406095 -2.956284 -0.696751 -0.01 0.04 0.00
```
Positions in Å, forces in eV/Å.

Results of the natural (NBO) charge analysis, in e, for atoms 1 through 6: number 1, Pt, carries 0.5840; number 2, S, carries -0.3160; number 3, S, carries -0.3029; number 4, S, carries -0.2352; number 5, S, carries -0.1913; number 6, Si, carries 1.8557

Record 2
Formula: C5H9NO
Source: OMol25
Level of theory: wB97M-V/def2-TZVPD

HOMO = -7.8 eV
Lowest unoccupied orbital energy = 0.8 eV
ΔE to the lowest compared entry with this formula, charge and spin = 139.3 kJ/mol
Charge = 0
Kohn-Sham gap = 8.64 eV
Total energy = -8867.769 eV
Strongest force on any atom = 0.040 hartree/bohr
Multiplicity = 1

XYZ file:
```
16
Properties=species:S:1:pos:R:3:forces:R:3
O -3.337010 1.458455 -1.491821 0.19 -0.15 -0.34
N 1.851023 -0.677319 0.698433 -0.60 -0.35 1.69
C -0.507382 -1.457685 1.114024 -0.22 -0.59 -0.53
C 2.481104 0.415356 0.185278 -0.71 0.68 -1.66
C 0.314799 0.444105 -0.413628 -0.46 0.51 0.42
C 1.548636 1.122333 -0.567557 1.26 -0.49 1.55
C 0.489369 -0.556558 0.498818 0.70 -0.33 -1.26
H 1.850498 2.132720 -0.771946 -0.53 0.15 -1.19
H -4.235180 1.175176 -1.297413 0.01 -0.03 -0.07
H -0.839529 -1.140747 2.096012 0.05 0.06 0.24
H 2.141806 -1.234738 1.489469 0.53 0.12 -0.30
H -1.380130 -1.508174 0.467449 -0.19 0.22 0.02
H -0.627910 0.625085 -0.879946 -0.41 0.51 -0.03
H -3.118715 1.073833 -2.356035 -0.19 0.17 0.41
H -0.160051 -2.488646 1.151349 0.21 -0.09 0.28
H 3.528672 0.616804 0.077515 0.36 -0.39 0.77
```
Positions in Å, forces in eV/Å.

Results of the natural (NBO) charge analysis, in e, for atoms 1 through 6: number 1, O, carries -0.9388; number 2, N, carries -0.5121; number 3, C, carries -0.6442; number 4, C, carries -0.0852; number 5, C, carries -0.3005; number 6, C, carries -0.3067

Record 3
Formula: C5H6BF4O5S
Source: OMol25
Level of theory: wB97M-V/def2-TZVPD

HOMO = -5.6 eV
Lowest unoccupied orbital energy = 2.3 eV
Charge = -1
Kohn-Sham gap = 7.89 eV
Total energy = -37903.118 eV
Strongest force on any atom = 0.091 hartree/bohr
Multiplicity = 1

XYZ file:
```
22
Properties=species:S:1:pos:R:3:forces:R:3
S 1.494690 2.701795 -1.174082 0.61 -0.70 0.34
F 1.759206 -2.623109 0.949298 1.42 1.08 -0.87
F 1.034003 4.649976 -2.921945 -0.06 -0.08 0.13
F 0.037077 4.919155 -1.014999 0.06 -0.10 -0.10
F -0.715399 3.466708 -2.436633 0.14 0.07 0.07
O 0.602399 -4.389157 1.329703 -0.34 -4.51 -1.19
O -1.727691 -0.052343 -1.433254 -1.93 2.71 -2.11
O 0.669259 2.114906 -0.135695 -0.21 0.16 -0.06
O 2.633505 3.453572 -0.691757 -0.16 0.28 -0.05
O 1.787194 1.814238 -2.280259 -0.22 0.14 -0.18
C 0.779530 -3.272127 1.515617 -1.42 2.67 2.21
C -0.061621 -2.415736 2.414202 0.80 0.95 -0.66
C 0.410845 3.993623 -1.922365 -0.16 0.07 -0.07
C -1.637546 -1.729052 0.202736 0.85 -0.29 0.38
C -1.062860 -0.843076 -0.909266 1.35 -2.60 1.99
B -0.853893 -1.355546 1.521716 -0.52 0.13 0.06
H -0.704297 -3.058491 2.996244 -0.30 -0.20 0.05
H -2.697700 -1.504629 0.267731 -0.16 0.23 0.13
H -0.832796 -0.205263 1.826526 -0.03 -0.05 0.13
H 0.004441 -1.001114 -1.132651 0.17 0.11 -0.25
H 0.615104 -1.878931 3.073585 -0.01 0.10 0.23
H -1.533449 -2.785399 -0.044453 0.12 -0.16 -0.17
```
Positions in Å, forces in eV/Å.

Results of the natural (NBO) charge analysis, in e, for atoms 1 through 6: number 1, S, carries 2.3478; number 2, F, carries -0.3216; number 3, F, carries -0.3374; number 4, F, carries -0.3382; number 5, F, carries -0.3319; number 6, O, carries -0.5505

- What is the formula in the second record?
  C5H9NO